(1)
63
Properties=species:S:1:pos:R:3:nbo_charge:R:1 method="wB97M-V/def2-TZVPD" homo_energy_ev="-13.694 / -13.327" e_lumo_ev="-6.2506 / -9.5912" total_charge=+2 s_squared=0.79 multiplicity=2 gap_ha="0.2735 / 0.1373"
Ir 0.033 -0.365 -0.153 0.3798
S -0.175 1.844 0.439 0.3448
C 1.115 1.633 1.515 -0.3749
S 1.706 0.035 1.417 0.2907
C 1.621 2.636 2.373 -0.3320
C 1.067 3.937 2.342 0.2338
N 0.616 4.996 2.275 -0.2165
C 2.677 2.330 3.261 0.2324
N 3.522 2.067 3.999 -0.2199
N -1.595 -0.691 -1.529 -0.8113
C -1.243 -0.792 -2.955 0.2157
C -2.202 -1.200 -3.869 -0.2409
C -1.873 -1.246 -5.215 -0.1461
C -0.603 -0.873 -5.641 -0.1791
C 0.347 -0.467 -4.721 -0.1577
C 0.036 -0.448 -3.361 -0.4347
P 1.182 0.147 -2.100 1.1904
C 1.468 1.868 -2.562 -0.4403
C 2.693 2.316 -3.048 -0.1787
C 2.823 3.630 -3.480 -0.1867
C 1.738 4.491 -3.435 -0.1474
C 0.508 4.041 -2.964 -0.2109
C 0.374 2.736 -2.532 -0.1202
C 2.744 -0.745 -2.196 -0.4434
C 2.918 -1.875 -2.990 -0.1323
C 4.125 -2.564 -2.958 -0.2159
C 5.150 -2.138 -2.127 -0.1703
C 4.976 -1.016 -1.322 -0.1993
C 3.779 -0.322 -1.355 -0.2235
H -2.036 -1.568 -1.255 0.4132
H -2.309 0.026 -1.417 0.4152
H -3.199 -1.468 -3.540 0.2339
H -2.615 -1.561 -5.935 0.2490
H -0.359 -0.894 -6.695 0.2495
H 1.329 -0.157 -5.057 0.2394
H 3.547 1.655 -3.101 0.2292
H 3.776 3.976 -3.857 0.2424
H 1.845 5.514 -3.770 0.2444
H -0.342 4.709 -2.938 0.2408
H -0.596 2.390 -2.185 0.1929
H 2.123 -2.226 -3.634 0.2244
H 4.263 -3.432 -3.588 0.2426
H 6.091 -2.671 -2.112 0.2472
H 5.779 -0.677 -0.680 0.2494
H 3.653 0.558 -0.733 0.2366
C 0.768 -4.774 -0.589 -0.7104
C 1.104 -3.327 -0.411 0.7330
N 2.361 -3.007 -0.134 -0.7573
O 0.189 -2.472 -0.493 -0.7106
H 1.512 -5.274 -1.208 0.2545
H -0.213 -4.870 -1.042 0.2566
H 0.757 -5.262 0.387 0.2710
H 3.068 -3.723 -0.084 0.4320
H 2.665 -2.045 -0.096 0.4251
C -1.261 0.228 3.476 -0.8589
Te -1.427 -1.259 1.974 0.7792
C -3.411 -0.707 1.444 -0.8767
H -1.471 1.206 3.055 0.2448
H -0.257 0.184 3.889 0.2551
H -1.983 -0.020 4.250 0.2641
H -4.012 -0.777 2.348 0.2666
H -3.804 -1.409 0.712 0.2399
H -3.427 0.312 1.065 0.2367

***

(2)
59
Properties=species:S:1:pos:R:3:nbo_charge:R:1 method="wB97M-V/def2-TZVPD" smiles="CN1C(=O)[C@@H](Cc2ccccc2)N(/C=C/[C@H](c2ccccc2)N2C(=O)C=CC2=O)C1(C)C" homo_energy_ev=-7.820 e_lumo_ev=-0.9743 total_charge=0 gap_ha=0.2516
C -0.384 3.988 2.455 -0.4180
N 0.086 2.735 1.915 -0.4521
C 1.221 2.139 2.391 0.6866
O 1.934 2.576 3.291 -0.6114
C 1.428 0.864 1.575 -0.1147
C 1.388 -0.415 2.410 -0.4281
C 2.460 -0.453 3.475 0.0863
C 2.099 -0.621 4.814 -0.2454
C 3.074 -0.553 5.812 -0.1886
C 4.417 -0.355 5.464 -0.2259
C 4.781 -0.235 4.118 -0.1972
C 3.803 -0.290 3.119 -0.2426
N 0.337 0.917 0.614 -0.4491
C 0.211 -0.043 -0.354 0.0573
C -0.737 -0.023 -1.321 -0.3459
C -0.638 -0.918 -2.519 -0.1180
C -1.707 -0.764 -3.608 0.0826
C -1.559 -1.491 -4.790 -0.2413
C -2.530 -1.426 -5.793 -0.2028
C -3.621 -0.552 -5.663 -0.2190
C -3.741 0.204 -4.495 -0.2008
C -2.808 0.077 -3.459 -0.2203
N -0.574 -2.284 -2.135 -0.4905
C -1.702 -3.127 -2.066 0.6527
O -2.861 -2.765 -1.913 -0.5180
C -1.158 -4.492 -2.188 -0.2161
C 0.180 -4.426 -2.295 -0.2465
C 0.610 -3.025 -2.290 0.6533
O 1.733 -2.538 -2.383 -0.5489
C -0.522 2.102 0.750 0.3466
C -1.982 1.749 1.055 -0.6357
C -0.454 3.028 -0.472 -0.6472
H 0.177 4.211 3.367 0.2515
H -0.246 4.805 1.734 0.1969
H -1.453 3.918 2.691 0.1988
H 2.401 0.934 1.058 0.2082
H 0.392 -0.487 2.880 0.2133
H 1.500 -1.276 1.729 0.2160
H 1.042 -0.767 5.057 0.2080
H 2.777 -0.649 6.856 0.2114
H 5.178 -0.294 6.243 0.2137
H 5.823 -0.089 3.833 0.2130
H 4.063 -0.182 2.063 0.2064
H 0.983 -0.828 -0.333 0.2138
H -1.541 0.704 -1.303 0.1961
H 0.339 -0.697 -2.986 0.2398
H -0.688 -2.142 -4.916 0.2082
H -2.412 -2.044 -6.682 0.2145
H -4.347 -0.455 -6.468 0.2170
H -4.553 0.917 -4.372 0.2131
H -2.970 0.603 -2.520 0.2080
H -1.826 -5.336 -2.188 0.2399
H 0.913 -5.210 -2.383 0.2403
H -2.045 1.208 2.008 0.2221
H -2.558 2.679 1.125 0.2111
H -2.420 1.121 0.279 0.2276
H 0.546 3.472 -0.537 0.2211
H -0.654 2.478 -1.393 0.2363
H -1.203 3.821 -0.357 0.2122

***

(3)
62
Properties=species:S:1:pos:R:3:nbo_charge:R:1 method="wB97M-V/def2-TZVPD" smiles="COc1ccc(C2=NCC(=O)N(CC(=O)NCc3ccco3)c3sc4c(c32)CCCC4)cc1OC" homo_energy_ev=-8.221 e_lumo_ev=0.3904 total_charge=0 gap_ha=0.3165
C -5.161 -2.009 1.052 -0.2491
O -4.117 -1.925 0.114 -0.5065
C -2.904 -1.434 0.515 0.2341
C -2.625 -1.068 1.829 -0.2927
C -1.384 -0.594 2.202 -0.1854
C -0.365 -0.494 1.262 -0.0350
C 0.928 0.093 1.618 0.2443
N 0.974 0.894 2.613 -0.3981
C 2.198 1.577 2.914 -0.3420
C 2.325 2.692 1.889 0.6932
O 2.112 3.858 2.123 -0.5877
N 2.635 2.251 0.624 -0.4829
C 2.697 3.213 -0.458 -0.3176
C 1.576 3.031 -1.487 0.6693
O 1.698 3.405 -2.632 -0.6230
N 0.470 2.423 -1.015 -0.6097
C -0.712 2.209 -1.832 -0.2755
C -1.939 2.619 -1.094 0.2629
C -2.631 3.793 -1.046 -0.2910
C -3.688 3.594 -0.124 -0.3124
C -3.555 2.316 0.322 0.0893
O -2.503 1.718 -0.257 -0.4109
C 2.836 0.915 0.314 0.0508
S 4.092 0.424 -0.788 0.4261
C 3.614 -1.240 -0.607 -0.1644
C 2.547 -1.391 0.218 -0.0391
C 2.080 -0.148 0.744 -0.1902
C 2.013 -2.743 0.577 -0.4289
C 2.480 -3.788 -0.436 -0.3891
C 3.985 -3.677 -0.662 -0.3851
C 4.324 -2.339 -1.320 -0.4360
C -0.637 -0.851 -0.054 -0.2689
C -1.889 -1.299 -0.452 0.3299
O -1.985 -1.586 -1.783 -0.5152
C -3.243 -1.592 -2.424 -0.2423
H -4.918 -2.699 1.867 0.1790
H -6.016 -2.394 0.499 0.2021
H -5.413 -1.028 1.467 0.1755
H -3.391 -1.154 2.583 0.2213
H -1.189 -0.298 3.220 0.2343
H 2.108 2.017 3.908 0.2297
H 3.082 0.925 2.857 0.2062
H 3.656 3.151 -0.979 0.2274
H 2.601 4.209 -0.013 0.2746
H 0.390 2.185 -0.037 0.4073
H -0.788 1.148 -2.097 0.2152
H -0.582 2.804 -2.739 0.2536
H -2.417 4.684 -1.599 0.2304
H -4.436 4.304 0.163 0.2286
H -4.119 1.739 1.027 0.2002
H 2.379 -3.007 1.575 0.2122
H 0.923 -2.721 0.625 0.2327
H 1.959 -3.630 -1.383 0.2007
H 2.226 -4.785 -0.075 0.2124
H 4.499 -3.751 0.298 0.1988
H 4.335 -4.494 -1.296 0.2128
H 4.008 -2.351 -2.369 0.2164
H 5.402 -2.165 -1.308 0.2205
H 0.119 -0.762 -0.819 0.2316
H -3.019 -1.605 -3.490 0.1889
H -3.829 -2.475 -2.162 0.1867
H -3.816 -0.693 -2.185 0.1795